The following is a quantum chemistry calculation of a structure of composition C23H15BrN3O4V, from the Open Molecules 2025 dataset.

Structure (XYZ):
```
47
Properties=species:S:1:pos:R:3:forces:R:3
V 0.542765 -1.078467 -0.894967 0.02 -0.17 0.23
Br 3.001356 -1.757384 -1.119266 0.01 -0.08 -0.18
C 3.212752 -1.824743 0.779698 -0.12 0.01 -0.05
C 4.466047 -1.957134 1.285799 0.03 -0.03 0.29
C 4.607762 -2.040837 2.690381 0.03 0.01 -0.16
C 3.504217 -2.001080 3.490409 -0.06 0.00 0.00
C 2.204828 -1.866459 2.941536 -0.06 -0.01 0.19
C 1.053771 -1.850847 3.771270 0.12 -0.01 -0.02
C -0.196138 -1.725656 3.240688 -0.04 0.01 -0.11
C -0.358036 -1.577867 1.848253 -0.14 0.07 0.09
C 0.718109 -1.591541 0.987848 0.42 0.13 -0.12
C 2.031137 -1.756261 1.545032 0.07 -0.06 -0.06
H 5.333752 -2.006592 0.643250 -0.01 0.01 -0.02
H 5.595542 -2.144581 3.116802 0.00 0.00 -0.01
H 3.606682 -2.075407 4.565535 -0.01 0.00 0.00
H 1.190230 -1.943147 4.841888 -0.01 0.00 -0.01
H -1.064118 -1.716265 3.885602 -0.01 0.01 -0.02
H -1.358396 -1.425794 1.465688 0.00 0.01 0.00
O 0.596210 0.536035 -2.936199 -0.03 -0.15 -0.01
C 0.632821 1.299036 -1.986648 0.13 -0.22 0.48
N 0.723348 0.762335 -0.689348 0.00 0.48 0.05
C 0.682868 1.848219 0.286124 -0.35 -0.43 -0.63
O 0.679482 1.693978 1.463655 0.13 0.02 0.16
C 0.602797 3.091338 -0.535945 0.13 0.13 0.39
C 0.546438 4.405912 -0.111883 0.04 -0.06 -0.08
C 0.495640 5.381941 -1.099382 -0.02 0.05 -0.10
C 0.498438 5.050670 -2.457147 0.00 0.01 0.05
C 0.550870 3.726795 -2.873899 -0.05 0.07 0.14
C 0.601605 2.766093 -1.879500 -0.08 -0.11 -0.45
H 0.546063 4.658346 0.939405 0.00 -0.01 0.00
H 0.452199 6.425316 -0.816440 0.00 -0.01 0.01
H 0.454036 5.841187 -3.194121 0.01 0.01 0.01
H 0.544359 3.456952 -3.920749 0.01 -0.01 0.00
C -5.014253 -0.234378 -1.060648 0.13 -0.11 -0.04
N -3.757724 -0.972519 -1.248454 -0.16 0.01 -0.04
C -3.749249 -2.216601 -1.778203 0.00 0.03 0.01
C -2.612752 -2.937427 -1.992763 -0.19 0.19 0.04
C -1.438130 -2.270446 -1.618629 0.76 -0.40 -0.28
O -0.206134 -2.703582 -1.741133 -0.24 0.55 0.05
N -1.440682 -1.056868 -1.066927 -0.69 0.16 0.12
C -2.580954 -0.309671 -0.863061 0.20 -0.20 0.01
O -2.596560 0.799573 -0.391961 0.00 0.06 0.00
H -5.826068 -0.864460 -1.411126 -0.05 0.05 0.02
H -4.984338 0.690001 -1.631250 0.00 0.02 0.01
H -5.149320 0.001681 -0.008520 0.01 0.02 0.01
H -4.725371 -2.607942 -2.031869 0.01 -0.03 -0.01
H -2.617900 -3.921458 -2.428830 0.04 -0.01 0.00
```
Positions in Å, forces in eV/Å.

Summary:
**Energy above the lowest of the compared OMol25 structures with the same formula, charge and spin**: 0.197 eV
**<S²>**: 0.775
**Spin multiplicity**: 2
**Orbital gap (spin up / spin down)**: 0.2452 / 0.2708 Ha
**Total charge**: +1
**E**: -4868.581627 hartree